Entry 1:
Below is a structure of composition C4H6HoO2, with properties calculated with ωB97M-V with the def2-TZVPD basis set.

2S+1 = 5
E_LUMO (spin up / spin down) = -3.525 / -4.603 eV
energy relative to the best compared isomer or geometry (same formula, charge and spin) = 0.0 kJ/mol
net charge = +1
HOMO-LUMO gap (spin up / spin down) = 6.72 / 8.51 eV

Last column: natural (NBO) charge in e.
Element x y z (Å)
1 C -1.03934 0.87890 -0.38327  0.3538
2 O -1.40540 1.30984 -1.61624  -0.6623
3 H -1.25817 1.63261 0.37479  0.2056
4 H -1.05107 0.74482 -2.31255  0.4796
5 C 2.14590 -0.03829 1.09152  -0.3377
6 C 0.81919 -0.18683 1.08709  -0.2467
7 C -0.01217 -0.13088 -0.14102  0.0045
8 O -1.43130 -0.44435 0.01343  -0.6466
9 Ho -2.81608 -2.41732 -1.22967  0.9917
10 H 2.71050 0.06766 0.16192  0.2046
11 H 0.27354 -0.27399 2.03154  0.2281
12 H 2.64792 -0.52363 1.94785  0.2306
13 H 0.41649 -0.61856 -1.02539  0.1948

Cartesian forces, eV/Å:
C 0.116 0.509 0.129
O -0.315 -0.067 -0.080
H 0.085 -0.207 -0.220
H 0.195 0.100 -0.014
C -0.285 -2.163 -0.051
C 0.067 0.569 0.153
C 0.439 0.281 -0.123
O -0.693 -0.959 -0.223
Ho 0.269 0.516 0.396
H -0.098 0.126 0.336
H 0.122 -0.367 -0.315
H 0.116 1.380 -0.197
H -0.017 0.282 0.210



Entry 2:
Below is a structure of composition C33H38AsBrN3O9PPmS2, with properties calculated with ωB97M-V with the def2-TZVPD basis set.

2S+1 = 6
E_LUMO (spin up / spin down) = 4.132 / 3.935 eV
energy relative to the best compared isomer or geometry (same formula, charge and spin) = 3.4 kJ/mol
net charge = -2
HOMO-LUMO gap (spin up / spin down) = 6.09 / 5.88 eV

Last column: Löwdin spin population.
Element x y z (Å)
1 Pm -0.12090 -0.35729 -1.51446  4.0304
2 O -3.01268 -0.29428 3.56513  0.0009
3 C -2.45308 0.94344 3.45112  0.0008
4 C -2.79932 1.88097 4.42152  0.0006
5 C -2.25285 3.14933 4.39581  0.0010
6 C -1.37071 3.50620 3.38981  0.0007
7 C -1.03015 2.57697 2.42429  0.0023
8 C -1.54441 1.28963 2.44793  0.0004
9 C -1.09433 0.31540 1.36610  0.0285
10 O -1.29713 0.70806 0.12724  -0.0033
11 N 0.38541 0.08348 1.62517  0.1951
12 N 0.89240 -0.91622 0.86154  0.3914
13 C 1.60154 -1.85010 1.49974  0.0031
14 C 2.08144 -2.96198 0.94109  0.2732
15 Br 1.08695 -2.65455 -2.45565  -0.0054
16 C 2.35804 -4.19245 0.61394  0.0420
17 C 1.47551 -5.31647 0.93507  0.0173
18 C 1.99352 -6.60791 1.00429  -0.0025
19 C 1.20021 -7.66445 1.41167  0.0017
20 C -0.12486 -7.44781 1.74773  -0.0053
21 C -0.66226 -6.17223 1.64107  0.0011
22 C 0.12783 -5.11393 1.23502  -0.0024
23 H -2.82935 -0.80048 2.75845  0.0006
24 H -3.49099 1.58773 5.19819  0.0000
25 H -2.51978 3.86253 5.16468  0.0000
26 H -0.94808 4.50193 3.37116  0.0000
27 H -0.35106 2.81653 1.62295  0.0014
28 H -1.56645 -0.69602 1.57025  0.0037
29 H 0.55257 -0.05000 2.63568  0.0054
30 H 1.85157 -1.67043 2.56267  -0.0032
31 H 3.27334 -4.43364 0.08549  0.0146
32 H 3.02722 -6.78194 0.73776  0.0001
33 H 1.62189 -8.66096 1.47186  0.0004
34 H -0.73980 -8.27390 2.08007  -0.0004
35 H -1.70741 -6.01024 1.86782  0.0003
36 H -0.28307 -4.12365 1.10931  0.0003
37 O 2.16604 0.23762 -1.44832  0.0053
38 N 3.29324 -0.35897 -1.76296  0.0011
39 C 4.07042 -0.86310 -0.80033  0.0019
40 C 5.24307 -1.52542 -1.07773  0.0012
41 C 5.63631 -1.66166 -2.41019  -0.0005
42 C 4.85610 -1.10818 -3.39140  0.0009
43 C 3.65368 -0.44765 -3.08610  -0.0003
44 S 2.63963 0.23313 -4.23569  -0.0009
45 H 3.69924 -0.73578 0.20466  0.0012
46 H 5.83031 -1.93526 -0.27148  0.0001
47 H 6.53684 -2.20540 -2.66247  -0.0001
48 H 5.12466 -1.18109 -4.43299  0.0001
49 O -3.62170 0.29491 -3.68671  0.0003
50 As -2.74929 1.18524 -2.38778  0.0005
51 O -3.39783 2.67606 -2.51094  -0.0001
52 O -1.14406 1.13812 -2.74639  -0.0054
53 C -3.59931 0.33551 -0.83096  0.0003
54 C -4.41678 1.14806 -0.05430  0.0000
55 C -5.13488 0.61320 0.99890  0.0001
56 C -5.07723 -0.74639 1.26808  0.0002
57 C -4.26823 -1.55739 0.48891  0.0003
58 C -3.54880 -1.01307 -0.55989  0.0002
59 S -2.34903 -2.08152 -1.34526  0.0006
60 O -3.02518 -3.33394 -1.59060  0.0004
61 O -1.86516 -1.42841 -2.56272  -0.0044
62 O -1.28038 -2.14774 -0.34168  0.0035
63 H -3.09224 -0.49692 -3.80832  0.0000
64 H -4.45059 2.20362 -0.29588  0.0000
65 H -5.74590 1.25660 1.61758  0.0000
66 H -5.64755 -1.17195 2.08373  0.0000
67 H -4.17647 -2.61938 0.67335  0.0000
68 C 3.12242 2.50748 0.24814  0.0000
69 C 1.93496 3.41601 -0.02016  -0.0001
70 P 0.68070 2.56106 -1.13960  -0.0011
71 C 1.37172 3.05933 -2.80207  0.0005
72 C 1.48160 4.53277 -3.16934  0.0001
73 C -0.76535 3.73797 -0.99646  -0.0004
74 C -0.57421 5.14340 -0.42980  -0.0001
75 H 3.77658 2.91752 1.02197  0.0000
76 H 3.70903 2.36067 -0.65515  0.0000
77 H 2.75426 1.53418 0.56456  0.0000
78 H 2.26154 4.36263 -0.45271  -0.0001
79 H 1.44440 3.63622 0.92890  0.0001
80 H 0.72995 2.55630 -3.53083  0.0000
81 H 2.35921 2.59745 -2.87364  0.0000
82 H 0.50248 5.00091 -3.22625  0.0000
83 H 1.94675 4.61651 -4.15193  0.0000
84 H 2.10241 5.07885 -2.45994  0.0000
85 H -1.50416 3.20050 -0.39191  -0.0001
86 H -1.19595 3.79761 -2.00220  0.0000
87 H -0.30059 5.12403 0.62452  0.0000
88 H -1.51590 5.68710 -0.51828  0.0000
89 H 0.18843 5.69742 -0.97351  0.0000

Cartesian forces, eV/Å:
Pm 4.108 0.694 0.414
O 0.039 -0.082 0.012
C 0.206 0.165 0.004
C -0.064 -0.160 0.048
C -0.067 -0.025 0.042
C 0.159 0.222 -0.037
C -0.088 -0.065 0.112
C -0.104 -0.172 -0.127
C -0.173 -0.629 0.789
O -0.069 0.287 0.068
N 0.280 -0.497 0.762
N -0.933 0.540 0.178
C 0.613 0.067 0.620
C -0.050 -0.259 0.032
Br 0.627 -1.152 -0.408
C 0.220 0.368 -0.055
C -0.258 -0.285 0.160
C 0.025 0.154 -0.085
C 0.024 -0.177 0.050
C -0.078 -0.093 0.034
C -0.054 -0.040 0.034
C 0.104 -0.007 -0.103
H -0.082 0.112 0.085
H -0.086 -0.042 0.045
H -0.035 0.036 0.032
H 0.024 0.040 -0.069
H 0.103 0.091 -0.099
H 0.261 0.420 -0.148
H 0.006 0.028 -0.385
H -0.063 -0.068 -0.283
H 0.140 0.087 -0.051
H 0.106 0.025 -0.002
H -0.011 -0.010 -0.003
H -0.054 -0.029 -0.018
H -0.042 0.050 -0.015
H -0.128 0.120 -0.004
O 0.520 0.036 0.303
N 0.169 -0.233 -0.210
C 0.293 -0.269 0.422
C -0.081 0.055 0.149
C -0.121 0.099 -0.163
C 0.451 -0.351 0.342
C -0.681 0.530 -0.643
S 0.074 -0.003 -0.567
H -0.073 0.053 -0.067
H -0.008 -0.009 0.128
H 0.085 0.010 -0.030
H -0.064 0.006 -0.067
O 0.451 0.281 0.458
As -3.325 1.259 -1.457
O -0.088 0.391 0.514
O 0.374 0.185 -0.448
C 0.012 0.001 -0.410
C 0.135 0.261 -0.214
C -0.105 0.039 0.007
C 0.034 -0.146 -0.048
C -0.153 -0.254 0.109
C 0.464 -0.059 -0.284
S -2.337 -2.619 0.827
O 0.210 0.344 0.128
O -0.853 0.023 -0.351
O -0.216 -0.067 -0.084
H -0.003 -0.431 -0.253
H -0.032 0.006 0.003
H -0.036 0.067 0.015
H 0.022 0.009 0.038
H -0.084 -0.068 0.050
C 0.054 0.031 0.124
C -0.277 -0.378 -0.200
P 0.499 1.701 -0.210
C -0.054 -0.026 0.280
C -0.038 -0.191 0.087
C 0.062 -0.273 -0.031
C -0.028 -0.228 -0.161
H 0.061 0.039 0.030
H 0.103 -0.119 -0.101
H 0.130 -0.097 0.055
H -0.064 0.110 0.035
H -0.072 0.094 0.022
H 0.169 -0.072 0.070
H -0.185 -0.134 -0.023
H -0.114 0.159 0.038
H 0.055 0.090 -0.096
H 0.019 0.167 0.041
H -0.027 0.104 -0.136
H -0.040 -0.075 0.196
H 0.070 0.040 0.098
H -0.046 0.105 0.041
H 0.084 0.095 0.019



Entry 3:
Below is the ion C8H8FN2O with charge +1, with properties calculated with ωB97M-V with the def2-TZVPD basis set.

2S+1 = 3
E_LUMO (spin up / spin down) = -5.302 / -8.096 eV
net charge = +1
HOMO-LUMO gap (spin up / spin down) = 5.82 / 6.14 eV

Last column: natural (NBO) charge in e.
Element x y z (Å)
1 C -2.10154 0.29112 1.82070  -0.1023
2 C -2.08926 1.02347 0.70422  0.0384
3 C -1.05170 -0.69457 1.91937  0.0230
4 C 0.04161 -0.90499 0.95893  0.5608
5 C 1.15747 0.18114 -0.91371  0.3506
6 C -1.03205 0.94204 -0.45619  -0.3183
7 C 1.78998 0.66187 -2.14530  -0.4893
8 C 2.24107 -0.64072 -1.48614  0.1896
9 N -1.04617 -1.49673 2.89592  -0.3946
10 N 0.05172 0.05140 -0.31349  -0.3110
11 O 0.96293 -1.63723 1.04020  -0.4969
12 F 3.56019 -0.71239 -0.97303  -0.3145
13 H -2.91952 0.21506 2.50194  0.2741
14 H -2.86584 1.66152 0.40717  0.2301
15 H -1.53990 0.84307 -1.48275  0.2806
16 H -0.72496 1.90704 -0.71602  0.2702
17 H 1.14252 0.77487 -3.05962  0.2693
18 H 2.53642 1.46958 -2.01644  0.3047
19 H 2.13452 -1.68667 -1.67392  0.2495
20 H -0.24746 -2.24887 2.98816  0.3860

Cartesian forces, eV/Å:
C 2.334 -3.413 0.453
C 1.741 1.017 -4.195
C 0.321 3.626 -5.199
C -1.416 2.261 -1.220
C 1.255 -0.470 -1.194
C -3.299 0.007 -0.248
C -0.905 0.426 -0.702
C 2.369 -0.380 1.515
N 1.010 -5.568 6.634
N 0.174 -0.832 2.699
O 0.931 -1.133 0.252
F -1.536 1.337 -0.257
H -0.262 0.359 0.582
H -1.088 0.927 -0.001
H -0.031 -0.943 1.464
H 1.048 2.004 0.494
H 0.959 -0.361 0.799
H -0.335 -0.535 -0.007
H -1.348 -0.299 -1.056
H -1.920 1.969 -0.814



Which F_max belongs to each record? In order, 2.18, 4.19, 8.72 eV/A.
Which energy belongs to each record? In order, -1254.147900, -8677.739179, -593.730118 hartree.